Here is a single C21H21NO2S2 molecule in a non-equilibrium geometry from the Open Molecules 2025 dataset. Energies are from ωB97M-V with the def2-TZVPD basis set.

**E_HOMO**: -8.321 eV
**Calculated total energy**: -49371.62533 eV
**SMILES string**: CCOC(=O)[C@](C#N)(c1ccccc1)C1(c2ccccc2)SCCCS1

```
! wB97M-V def2-TZVPD RIJCOSX def2/J DEFGRID3
* xyz 0 1
S 1.4593 -1.9623 5.0517
S -0.9776 -0.1983 5.5565
O 0.9328 1.2140 3.8799
O 2.2127 -0.1628 2.6715
N 0.7752 -3.0430 1.9342
C -1.4846 -4.8905 3.6831
C 1.8777 -1.5798 6.7221
C -2.5395 -2.5926 4.9012
C -1.7909 0.8437 3.0540
C -3.3920 -3.5548 4.3545
C -1.3236 -0.4323 2.7089
C -0.0022 -0.9114 3.1990
C -4.0335 0.1878 2.3884
C 0.7964 -1.0005 7.6360
C -2.1618 -1.3138 2.0142
C 3.3111 0.7728 3.0013
C -0.2436 -1.5507 4.7679
C -0.6253 -3.9474 4.2455
C 0.1062 0.1585 6.9593
C 1.0680 0.1361 3.3309
C 4.5439 0.2077 2.3321
C -3.5305 -1.0217 1.8960
C -1.1622 -2.7505 4.7136
C -3.1584 1.1332 2.9243
C 0.4773 -2.0579 2.4935
C -2.8727 -4.6947 3.7258
H -3.5173 2.1091 3.2733
H 5.4400 0.7787 2.6277
H 4.4751 0.2769 1.2311
H 0.4513 -4.1431 4.3108
H -4.4688 -3.4051 4.4119
H -2.9445 -1.7255 5.4345
H 0.1077 -1.7770 7.9787
H 3.4496 0.8142 4.0953
H 1.3336 -0.5949 8.5000
H -1.7758 -2.2419 1.5870
H -0.6111 0.6443 7.6330
H -1.0936 1.5846 3.4252
H 4.7129 -0.8450 2.6041
H 0.8060 0.8919 6.5346
H -3.5397 -5.4052 3.2316
H 3.0850 1.7805 2.6023
H -1.0536 -5.7686 3.2017
H 2.6965 -0.8430 6.5812
H -4.2001 -1.7566 1.4342
H 2.2749 -2.5520 7.0678
H -5.1087 0.3979 2.3438
*
```

Atomic partial charges in e from the Mulliken method, atoms 1 to 2: S -0.04; S 0.16